(1)
C22H39BeN5O5 as an isolated structure in a non-equilibrium geometry, computed with ωB97M-V/def2-TZVPD.

Structure (ORCA input):
```
! wB97M-V def2-TZVPD RIJCOSX def2/J DEFGRID3
* xyz 0 1
Be -5.23908 19.28621 -35.67866
C -3.37010 20.55776 -33.55820
C -3.65792 21.36946 -34.82324
C -2.34053 21.97635 -35.36971
O -4.31340 20.51698 -35.73634
H -3.93487 19.64617 -33.36290
H -3.37600 21.17491 -32.65976
H -2.35162 20.16958 -33.56805
H -4.31788 22.22254 -34.66581
H -1.68165 21.13811 -35.59629
H -1.84695 22.56294 -34.59487
H -2.47132 22.69624 -36.17763
C -5.92632 16.95391 -37.89648
C -6.88050 17.26423 -36.76107
C -7.32309 15.98418 -36.03649
O -6.39501 18.20950 -35.84852
H -4.95491 16.55953 -37.59827
H -5.56259 17.87573 -38.35040
H -6.34100 16.33655 -38.69337
H -7.73869 17.75226 -37.22305
H -6.53946 15.60380 -35.38125
H -7.57047 15.24438 -36.79780
H -8.16820 16.06776 -35.35319
O -6.38360 20.15031 -36.31889
C -6.30748 21.23463 -36.89555
N -5.49098 22.07243 -36.37274
C -6.97163 21.57928 -38.19610
H -5.41331 23.01134 -36.73675
H -4.85964 21.82917 -35.62285
H -8.04475 21.55893 -38.00612
H -6.50426 20.92269 -38.92997
H -6.77973 22.61386 -38.48053
O -4.90418 18.80112 -34.12253
C -5.43473 17.83031 -33.60763
N -6.11113 16.96511 -34.34098
C -5.28932 17.58558 -32.09099
H -6.61686 16.19241 -33.93201
H -6.23885 17.01508 -35.34163
H -6.25973 17.41694 -31.62412
H -4.69600 18.36737 -31.61679
H -4.80406 16.65428 -31.79889
O -4.90893 19.51885 -37.14426
C -4.37255 19.19821 -38.20815
N -4.96364 19.29391 -39.43085
C -3.00552 18.52302 -38.27290
H -5.86574 19.73696 -39.53096
H -4.54811 18.85918 -40.24230
H -2.56290 18.86633 -37.33784
H -2.48395 18.63035 -39.22397
H -3.40844 17.51691 -38.15662
N -6.33020 20.13724 -34.64593
C -6.16026 21.48628 -34.40790
C -7.06893 22.25985 -33.69105
C -8.16789 21.63495 -33.04051
C -8.39850 20.23693 -33.20850
C -7.43629 19.52644 -34.09314
H -5.30768 21.96811 -34.86325
H -6.77525 23.29776 -33.63720
H -8.77090 22.23046 -32.37107
H -9.08731 19.60747 -32.66471
H -7.51937 18.49986 -34.41816
N -4.20670 18.20314 -35.80512
C -4.41232 16.88223 -35.74613
C -3.48665 15.88463 -35.75537
C -2.18647 16.29393 -35.77067
C -1.86424 17.62705 -35.79660
C -2.87241 18.54964 -35.88453
H -5.44944 16.58134 -35.76181
H -3.75858 14.84278 -35.83890
H -1.33143 15.63515 -35.80707
H -0.82724 17.88770 -35.94859
H -2.60290 19.59429 -35.93421
*
```

Values from the calculation:
M: 462.6 u
energy relative to the best compared isomer or geometry (same formula, charge and spin): 605.2 kcal/mol
HOMO: -6.07 eV
HOMO-LUMO gap: 0.241 hartree

***

(2)
C22H39IrN6OS as an isolated structure in a non-equilibrium geometry, computed with ωB97M-V/def2-TZVPD.

Structure (ORCA input):
```
! wB97M-V def2-TZVPD RIJCOSX def2/J DEFGRID3
* xyz 2 1
Ir 0.52079 0.81393 -0.02093
C 3.42939 1.25393 -2.31243
C 3.74909 1.47153 -0.81893
N 2.95109 0.74273 0.17107
C 3.37859 1.11583 1.52837
C 2.38359 0.65143 2.59377
N 1.00019 1.01133 2.25287
C 0.46009 2.27153 2.78647
C 1.07219 3.59893 2.32537
C 1.34099 3.90883 0.83817
N 0.57019 3.18563 -0.17843
C 0.98919 3.59323 -1.53273
C 0.52749 2.61673 -2.61943
N 0.84189 1.22673 -2.27503
C 2.09979 0.64113 -2.75913
H 4.18459 0.58313 -2.72643
H 3.57059 2.21383 -2.81073
H 3.64349 2.53083 -0.58103
H 4.81059 1.22843 -0.67433
H 3.10459 -0.25707 0.04217
H 3.46719 2.19943 1.57187
H 4.36659 0.69993 1.76147
H 2.67749 1.07883 3.55967
H 2.43699 -0.43747 2.67377
H 0.40179 0.28283 2.64237
H 0.55179 2.27343 3.88187
H -0.60381 2.26403 2.53927
H 2.01979 3.74883 2.84287
H 0.38669 4.35453 2.71117
H 2.39439 3.72453 0.61987
H 1.18439 4.98713 0.70827
H -0.42221 3.39323 -0.05623
H 2.07639 3.64823 -1.54843
H 0.60619 4.58853 -1.77573
H 0.99549 2.90773 -3.56833
H -0.55551 2.70413 -2.73983
H 0.11459 0.63343 -2.66883
H 2.11509 0.67453 -3.85793
H 2.06859 -0.40917 -2.46113
C -4.48431 -2.87467 1.44537
C -4.45851 -2.38077 -0.00143
N -3.90531 -1.03997 -0.04363
C -4.81851 0.07913 -0.09493
C -5.01121 0.57203 -1.52863
C -2.58631 -0.90277 0.04977
S -1.96871 0.68483 0.44407
N -1.84471 -1.98117 0.00287
C -0.54681 -2.15377 -0.21113
O 0.21479 -1.25427 -0.65873
C -0.02041 -3.50577 -0.01433
C -0.86461 -4.61307 0.07717
C -0.32231 -5.88177 0.14877
C 1.05449 -6.05227 0.15187
C 1.90019 -4.95217 0.09197
C 1.36489 -3.68437 -0.00233
H -4.90091 -3.87587 1.49467
H -5.09181 -2.21707 2.06297
H -3.47501 -2.89697 1.85107
H -5.46551 -2.35957 -0.41843
H -3.82521 -3.03267 -0.60853
H -4.43151 0.89743 0.51987
H -5.77201 -0.24417 0.32597
H -4.06851 0.92823 -1.93983
H -5.72341 1.39233 -1.53463
H -5.39621 -0.21997 -2.16683
H -1.93351 -4.46277 0.06687
H -0.97241 -6.74177 0.19807
H 1.47149 -7.04477 0.18957
H 2.96999 -5.08757 0.10897
H 2.00129 -2.81327 -0.07123
*
```

Values from the calculation:
M: 627.9 u
energy relative to the best compared isomer or geometry (same formula, charge and spin): 27.6 kcal/mol
HOMO: -13.81 eV
HOMO-LUMO gap: 0.268 hartree

***

(3)
A 3-piece molecular cluster, C22H39N2P overall in a non-equilibrium geometry, computed with ωB97M-V/def2-TZVPD.

Structure (ORCA input):
```
! wB97M-V def2-TZVPD RIJCOSX def2/J DEFGRID3
* xyz 0 1
C -0.46633 -2.29464 2.13192
P -1.82617 -1.08805 1.60612
C -2.70281 -1.68821 0.00119
C -1.15514 0.61471 1.14589
C -0.25885 0.88305 -0.13126
C 0.17116 2.34641 -0.39472
C -0.25550 3.55310 0.53718
N 0.18631 4.86231 0.14133
C -0.27783 5.87553 1.03192
C -1.12335 5.57055 2.30479
N -1.58188 4.29009 2.73969
C -1.11521 3.29860 1.80926
C -1.56042 1.79915 2.08597
H -0.71598 -3.31906 1.66050
H -0.50083 -2.46306 3.27754
H 0.59905 -1.98160 1.86159
H -2.99811 -0.70813 -0.54296
H -1.99619 -2.24048 -0.70781
H -3.67661 -2.23514 0.23327
H 0.04186 0.02309 -0.81398
H 0.79901 2.52647 -1.34706
H -0.01580 6.96778 0.79845
H -1.45262 6.47723 2.94075
H -2.21640 1.56178 3.00282
C -4.59190 -4.74471 -3.51867
C -3.26787 -5.14134 -4.15768
C -2.11473 -4.20501 -3.79146
C -2.27969 -2.75191 -4.24628
C -2.48115 -2.55535 -5.74991
C -1.29741 -3.02671 -6.58317
H -4.92648 -3.76157 -3.85812
H -5.36863 -5.46747 -3.78291
H -4.50756 -4.72382 -2.42839
H -3.38627 -5.19587 -5.24443
H -3.01103 -6.15241 -3.82561
H -1.18685 -4.61344 -4.20622
H -1.98443 -4.21253 -2.70260
H -1.39292 -2.18915 -3.93130
H -3.12510 -2.29883 -3.71731
H -2.63734 -1.48807 -5.94090
H -3.39140 -3.06278 -6.08410
H -0.38248 -2.50336 -6.29226
H -1.47847 -2.82375 -7.64240
H -1.13005 -4.10121 -6.47622
C 2.05342 3.66383 3.87274
C 2.82285 3.05330 2.71826
C 3.04997 1.54751 2.86466
C 3.88934 1.12483 4.07399
C 5.28763 1.74099 4.14719
C 6.17981 1.35138 2.97676
H 2.59308 3.56831 4.81817
H 1.88869 4.72991 3.69251
H 1.07667 3.18372 3.98137
H 3.77867 3.57328 2.59731
H 2.25815 3.22866 1.79710
H 3.51798 1.17330 1.94757
H 2.07617 1.04713 2.92921
H 3.98367 0.03254 4.06374
H 3.34976 1.36985 4.99509
H 5.76486 1.40562 5.07453
H 5.22282 2.83151 4.21308
H 6.29054 0.26526 2.91528
H 7.17622 1.78429 3.10286
H 5.78013 1.71261 2.02611
*
```

Values from the calculation:
structure (SMILES): CP(C)c1ccc2nccnc2c1.CCCCCC.CCCCCC
M: 362.5 u
HOMO: -8.12 eV
HOMO-LUMO gap: 0.263 hartree

***

(4)
A 5-piece molecular cluster, C22H39N6O4 overall in a non-equilibrium geometry, computed with ωB97M-V/def2-TZVPD.

Structure (ORCA input):
```
! wB97M-V def2-TZVPD RIJCOSX def2/J DEFGRID3
* xyz 1 1
C -1.58815 -2.52170 3.69501
C -0.30242 -2.30981 4.54555
N 0.53007 -1.40963 3.78737
C 0.34143 -0.01895 3.49276
C 1.32987 0.39457 2.62032
N 2.03331 -0.76185 2.20640
C 1.51325 -1.84214 2.88956
C 3.14389 -0.86423 1.35814
H -2.46840 -2.04082 4.12165
H -1.97260 -3.54164 3.69199
H -1.48906 -2.05224 2.71629
H 0.07771 -3.29141 4.82849
H -0.57388 -1.67073 5.38578
H -0.38072 0.55419 4.05526
H 1.68879 1.36468 2.30974
H 1.77882 -2.88238 2.77218
H 3.20080 0.03233 0.74085
H 3.15752 -1.68571 0.64183
H 4.02196 -1.06760 1.97111
C -1.80483 2.99136 2.12031
C -2.36008 3.56875 0.73168
N -1.50272 4.72629 0.32144
C -0.29005 4.64224 -0.42829
C 0.19334 5.85368 -0.81258
N -0.75921 6.76864 -0.25116
C -1.81416 6.08055 0.31618
C -0.80515 8.12187 -0.73683
H -2.19193 3.74674 2.80417
H -0.73218 3.03396 2.30924
H -2.19166 2.01054 2.39686
H -3.39807 3.88500 0.83504
H -2.34889 2.79069 -0.03159
H 0.09421 3.68779 -0.75658
H 1.10085 6.16442 -1.30881
H -2.79713 6.37975 0.64882
H -0.20131 8.26534 -1.63288
H -0.36643 8.79848 -0.00347
H -1.74975 8.57003 -1.04504
C 3.40482 -5.86328 -2.59106
C 4.07661 -4.64622 -1.93150
N 3.17126 -3.53808 -2.13112
C 1.89930 -3.36131 -1.67316
C 1.43043 -2.18042 -2.13913
N 2.44272 -1.53253 -2.92751
C 3.45798 -2.40066 -2.87545
C 2.40179 -0.25615 -3.54030
H 4.00546 -6.74552 -2.36971
H 3.22243 -5.72471 -3.65672
H 2.37588 -5.97334 -2.24861
H 5.05180 -4.42502 -2.36530
H 4.19227 -4.75212 -0.85284
H 1.47122 -4.15778 -1.08258
H 0.48399 -1.66361 -2.19875
H 4.44706 -2.22663 -3.27274
H 3.22676 -0.10954 -4.23745
H 2.59945 0.45298 -2.73645
H 1.39495 -0.15141 -3.94454
C -1.38276 -0.18172 -0.35396
C -0.58982 0.61435 -1.43294
O 0.31443 1.33163 -1.05100
O -0.99141 0.46702 -2.62036
H -1.91699 0.49004 0.31793
H -0.65769 -0.75349 0.22522
H -1.97304 -1.03716 -0.68241
C -4.93881 -1.85388 -1.70396
C -5.85626 -2.80743 -0.81269
O -5.52896 -4.02289 -0.55197
O -6.92556 -2.33533 -0.31126
H -4.66008 -1.14248 -0.92659
H -5.58938 -1.47960 -2.49438
H -4.17720 -2.50455 -2.13372
*
```

Values from the calculation:
M: 451.6 u
energy relative to the best compared isomer or geometry (same formula, charge and spin): 130.3 kcal/mol
HOMO: -6.26 eV
HOMO-LUMO gap: 0.108 hartree

***

(5)
C22H39N8O2Se2Tl as an isolated structure, computed with ωB97M-V/def2-TZVPD.

Structure (ORCA input):
```
! wB97M-V def2-TZVPD RIJCOSX def2/J DEFGRID3
* xyz 0 1
Tl 0.95085 0.57536 -1.02420
C 2.95957 5.61800 0.12784
Se 2.09758 3.84773 -0.14604
C 0.74493 4.56980 -1.38566
C -0.48724 5.13174 -0.69703
Se -1.90715 3.82832 -0.31517
C -1.27850 3.16463 1.40465
H 3.26924 5.99117 -0.84518
H 3.82805 5.47129 0.76530
H 2.26790 6.31270 0.59911
H 0.50530 3.76515 -2.07725
H 1.25818 5.36885 -1.92350
H -0.96373 5.87903 -1.33352
H -0.23410 5.60324 0.25245
H -1.59969 3.83646 2.19659
H -0.19508 3.08316 1.36733
H -1.71217 2.17545 1.53380
C 2.98555 1.09737 4.63009
N 2.24818 0.17200 3.77889
C 0.90431 -0.08918 4.26076
C 2.39618 0.23730 2.39173
N 1.46735 0.16721 1.53770
N 3.74046 0.31330 2.01613
C 4.28627 0.47320 0.74925
N 5.67514 0.35204 0.77455
N 3.59453 0.68504 -0.29038
H 2.90539 0.75437 5.66060
H 2.58115 2.11586 4.57255
H 4.04125 1.13806 4.37652
H 0.96755 -0.36233 5.31296
H 0.47270 -0.92838 3.71758
H 0.24354 0.78154 4.16368
H 0.52218 0.14877 1.90424
H 4.37885 -0.01994 2.71526
H 6.15080 0.57823 1.63296
H 6.14205 0.70314 -0.04268
H 4.15284 0.81334 -1.12675
N 1.40419 -1.62349 -5.08313
C 0.69757 -1.27076 -3.96692
O 0.12271 -0.19310 -3.91867
C 0.67058 -2.29708 -2.86273
C 1.44648 -1.84205 -1.59987
H 1.55898 -0.91874 -5.78359
H 2.02065 -2.41553 -5.06540
H 1.04117 -3.24896 -3.26970
H -0.38063 -2.44103 -2.59471
H 2.52248 -1.92102 -1.80763
H 1.23852 -2.58729 -0.82346
C -3.93069 -3.34888 -2.22028
N -3.75775 -2.04513 -1.60767
N -2.76488 -1.89632 -0.64609
C -2.24451 -0.60085 -0.69666
O -1.45175 -0.16603 0.13507
C -2.87364 0.00219 -1.83964
C -3.73790 -0.89617 -2.36516
C -4.59486 -0.76005 -3.57409
C -2.64315 -2.76031 0.45773
C -3.75914 -3.38112 1.01221
C -3.61206 -4.19511 2.12457
C -2.36327 -4.37607 2.69873
C -1.25450 -3.75288 2.14166
C -1.38212 -2.95401 1.01735
H -3.92055 -4.12027 -1.45618
H -3.14191 -3.56553 -2.94909
H -4.89588 -3.36727 -2.72113
H -2.66607 0.99544 -2.19435
H -4.38626 0.19757 -4.04364
H -5.65322 -0.79841 -3.31101
H -4.39215 -1.55328 -4.29538
H -4.74108 -3.20743 0.59100
H -4.48245 -4.67621 2.55210
H -2.25587 -4.99706 3.57868
H -0.27572 -3.89675 2.58146
H -0.52149 -2.47403 0.57048
*
```

Values from the calculation:
M: 809.9 u
HOMO: -5.32 eV
HOMO-LUMO gap: 0.208 hartree

***

(6)
C22H40BNO44S9 as an isolated structure in a non-equilibrium geometry, computed with ωB97M-V/def2-TZVPD.

Structure (ORCA input):
```
! wB97M-V def2-TZVPD RIJCOSX def2/J DEFGRID3
* xyz 0 1
N -13.23725 9.76277 -7.62645
H -13.83832 10.38840 -7.09717
H -12.25356 10.03480 -7.45184
H -13.42514 9.78119 -8.62741
H -13.24265 8.80090 -7.26401
O -5.63445 5.53155 -8.76815
C -6.82036 5.46964 -8.88368
O -7.69389 6.46937 -8.91796
B -9.06051 5.97000 -8.65627
O -8.91231 4.51241 -8.59165
C -7.61790 4.18467 -8.53264
O -7.18070 3.08682 -8.39038
O -9.52926 6.50868 -7.36474
C -10.43341 7.43342 -7.59504
O -10.90794 8.19262 -6.80478
C -10.90930 7.24461 -9.04282
O -10.08051 6.40968 -9.64030
O -11.84894 7.84290 -9.50656
C -4.84327 6.25807 -13.33985
C -5.79474 6.02103 -12.17513
O -5.17150 6.79028 -11.15844
S -3.56497 6.83585 -11.24240
O -2.92310 5.94702 -10.36502
O -3.16795 8.19160 -11.25948
O -3.54488 6.26744 -12.74421
H -5.03938 7.24171 -13.77202
H -4.77407 5.49576 -14.11123
H -5.87543 4.97390 -11.88964
H -6.74809 6.48804 -12.41077
C -13.41370 8.59414 -12.45082
C -12.05977 8.91735 -13.07562
O -11.41259 9.67617 -12.06663
S -12.43677 10.72323 -11.46207
O -12.51927 11.86815 -12.27673
O -12.28825 10.85196 -10.06181
O -13.70611 9.75535 -11.67283
H -13.36017 7.68451 -11.85165
H -14.23861 8.48340 -13.15203
H -12.18332 9.39475 -14.05086
H -11.43928 8.04288 -13.26086
C -8.02091 10.95942 -10.79473
C -7.79119 9.55507 -11.33486
O -6.38242 9.55712 -11.69073
S -5.70967 10.98607 -11.59750
O -6.02554 11.73530 -12.76545
O -4.40535 10.89962 -11.12644
O -6.69973 11.46397 -10.42379
H -8.66784 11.07980 -9.93464
H -8.21142 11.67125 -11.60073
H -8.29266 9.35124 -12.27366
H -7.89013 8.69206 -10.67837
C -4.20597 9.08478 -8.31912
C -5.66829 8.73885 -8.23503
O -6.25162 9.93070 -7.68511
S -5.33693 10.37750 -6.47106
O -5.65763 9.64535 -5.30143
O -5.29351 11.78726 -6.42942
O -3.97262 9.78934 -7.08542
H -3.87819 9.61115 -9.21369
H -3.58144 8.18819 -8.34149
H -5.79785 7.90236 -7.54272
H -6.21022 8.47741 -9.13580
C -4.85952 0.87127 -11.44265
C -5.33597 2.25860 -11.82368
O -4.22868 3.13768 -11.48504
S -2.86532 2.36913 -11.81100
O -1.86922 2.62811 -10.84906
O -2.64117 2.42495 -13.20420
O -3.44603 0.91152 -11.46075
H -5.27302 0.07655 -12.06463
H -5.17306 0.59068 -10.43326
H -6.16022 2.65491 -11.23476
H -5.52491 2.42099 -12.88631
C -8.40818 10.90587 -3.42845
C -8.84171 9.46119 -3.73873
O -10.19792 9.55826 -4.17991
S -10.51697 10.96502 -4.83192
O -11.65611 11.57349 -4.25325
O -10.52132 10.86428 -6.24424
O -9.23965 11.72008 -4.27636
H -7.37716 11.03742 -3.73834
H -8.67070 11.15787 -2.40495
H -8.87253 8.90345 -2.80710
H -8.17936 9.01375 -4.47678
C -11.55564 3.07450 -9.54700
C -10.42789 2.03720 -9.25751
O -11.07562 0.76616 -9.30976
S -12.61593 0.91748 -8.96995
O -12.79936 1.08183 -7.57192
O -13.35148 -0.04110 -9.68686
O -12.76799 2.33380 -9.70470
H -11.42278 3.69866 -10.42547
H -11.60594 3.74170 -8.68250
H -10.03559 2.22691 -8.26532
H -9.67420 2.11363 -10.03245
C -3.49218 3.04002 -8.21417
C -3.50178 3.72266 -6.85800
O -2.11322 3.71201 -6.50723
S -1.56348 2.24056 -6.81249
O -1.85565 1.36888 -5.73777
O -0.23740 2.33748 -7.27785
O -2.56622 1.95187 -8.02152
H -3.22264 3.72990 -9.01024
H -4.45040 2.58338 -8.45939
H -4.12025 3.20686 -6.12341
H -3.80807 4.76088 -6.95688
C -15.04980 4.35223 -5.65201
C -13.86327 3.88813 -6.45335
O -13.08470 5.08704 -6.60947
S -13.18662 6.02005 -5.32453
O -13.38205 7.35207 -5.77615
O -12.17085 5.71536 -4.40250
O -14.57693 5.40788 -4.81237
H -15.48158 3.57795 -5.02216
H -15.84144 4.75477 -6.28727
H -14.08178 3.42613 -7.41414
H -13.22984 3.13341 -5.98004
*
```

Values from the calculation:
M: 1321.9 u
energy relative to the best compared isomer or geometry (same formula, charge and spin): 3.6 kcal/mol
HOMO: -10.43 eV
HOMO-LUMO gap: 0.358 hartree